Entry 1:
A 2-piece molecular cluster, H2N6 overall, computed with wB97M-V/def2-TZVPD.

Values from the calculation:
maximum force = 0.0593 hartree/bohr
energy relative to the best compared isomer or geometry (same formula, charge and spin) = 4.048 eV
orbital gap (spin up / spin down) = 10.18 / 6.60 eV

Element x y z (Å)
N 1.069 0.742 1.598
N 1.374 1.803 0.854
N 0.273 0.005 0.918
N 0.774 1.717 -0.266
N 0.089 0.606 -0.226
N -1.475 -1.418 -1.099
H -1.417 -1.708 -0.131
H -0.687 -1.746 -1.649

For reference, the Löwdin charges in units of e are:
1 N -0.034
2 N -0.026
3 N -0.065
4 N -0.044
5 N 0.047
6 N 0.165
7 H -0.030
8 H -0.014

---

Entry 2:
A 2-piece molecular cluster, H2NO2S overall, computed with wB97M-V/def2-TZVPD.

Values from the calculation:
charge = -1
maximum force = 0.0321 hartree/bohr
energy relative to the best compared isomer or geometry (same formula, charge and spin) = 0.680 eV
orbital gap (spin up / spin down) = 7.45 / 6.58 eV
spin multiplicity = 3

Element x y z (Å)
N 1.425 0.718 -0.672
O -1.910 -1.207 -0.408
O -2.313 1.214 -0.123
S -1.363 0.099 0.017
H 1.332 -0.087 -1.303
H -1.343 -0.089 1.547

For reference, the Löwdin charges in units of e are:
1 N -0.014
2 O -0.645
3 O -0.634
4 S 0.485
5 H -0.137
6 H -0.057

---

Entry 3:
A single H2NO3PS3 molecule, computed with wB97M-V/def2-TZVPD.

Values from the calculation:
maximum force = 0.0564 hartree/bohr
energy relative to the best compared isomer or geometry (same formula, charge and spin) = 0.473 eV
orbital gap (spin up / spin down) = 8.33 / 8.33 eV

Element x y z (Å)
N -0.490 1.048 0.592
O -1.460 -0.784 -1.280
O -2.341 -0.990 1.173
O 2.010 0.819 1.072
P 0.942 0.440 0.024
S 0.032 2.047 -0.824
S 1.436 -1.269 -0.800
S -2.219 -0.141 0.029
H 2.671 0.091 0.924
H -0.580 -1.262 -0.910

For reference, the Löwdin charges in units of e are:
1 N -0.633
2 O -0.462
3 O -0.434
4 O -0.237
5 P -0.106
6 S 0.589
7 S 0.350
8 S 0.939
9 H 0.061
10 H -0.067

---

Entry 4:
A 2-piece molecular cluster, H2NO3S overall, computed with wB97M-V/def2-TZVPD.

Values from the calculation:
charge = -1
maximum force = 0.0590 hartree/bohr
energy relative to the best compared isomer or geometry (same formula, charge and spin) = 4.589 eV
orbital gap (spin up / spin down) = 5.68 / 5.48 eV

Element x y z (Å)
N -0.211 1.699 0.903
O 1.115 -1.550 0.632
O 0.199 -1.691 -1.606
O -0.385 0.858 -0.299
S -0.110 -1.500 -0.179
H 0.780 1.447 1.085
H -1.387 0.737 -0.536

For reference, the Löwdin charges in units of e are:
1 N -0.216
2 O -0.521
3 O -0.537
4 O -0.491
5 S 0.765
6 H -0.089
7 H 0.090

---

Entry 5:
A 2-piece molecular cluster, H2NO3S2 overall, computed with wB97M-V/def2-TZVPD.

Values from the calculation:
charge = -1
maximum force = 0.0864 hartree/bohr
energy relative to the best compared isomer or geometry (same formula, charge and spin) = 1.217 eV
orbital gap (spin up / spin down) = 7.14 / 7.05 eV

Element x y z (Å)
N 0.881 -0.328 1.725
O -0.254 1.558 -1.522
O 0.292 -0.837 -1.276
O -1.929 -0.151 -1.767
S -0.831 -0.158 1.689
S -0.666 0.221 -1.205
H 1.277 -0.969 1.061
H 1.230 0.664 1.295

For reference, the Löwdin charges in units of e are:
1 N -0.560
2 O -0.368
3 O -0.394
4 O -0.377
5 S 0.316
6 S 0.372
7 H -0.041
8 H 0.053

---

Entry 6:
An isolated ion of composition H2NO3S2 and charge -1, computed with wB97M-V/def2-TZVPD.

Values from the calculation:
charge = -1
maximum force = 0.0634 hartree/bohr
energy relative to the best compared isomer or geometry (same formula, charge and spin) = 1.465 eV
orbital gap = 7.98 eV
SMILES string = NOS(=O)(=O)[S-]

Element x y z (Å)
N 0.346 -0.012 -0.494
O 0.289 0.430 2.123
O 1.517 -0.393 0.170
O 2.247 -0.920 2.511
S -0.256 -2.276 1.447
S 1.014 -0.729 1.755
H -0.215 -0.840 -0.749
H -0.082 0.599 0.323

For reference, the Löwdin charges in units of e are:
1 N -0.119
2 O -0.426
3 O -0.415
4 O -0.401
5 S 0.105
6 S 0.154
7 H 0.018
8 H 0.084

---

Entry 7:
An isolated ion of composition H2NO3S2 and charge -1, computed with wB97M-V/def2-TZVPD.

Values from the calculation:
charge = -1
maximum force = 0.0489 hartree/bohr
energy relative to the best compared isomer or geometry (same formula, charge and spin) = 0.448 eV
orbital gap = 7.86 eV
SMILES string = NSS(=O)(=O)[O-]

Element x y z (Å)
N 1.773 0.501 -0.100
O -1.183 -0.762 1.442
O -2.478 0.342 -0.367
O -0.679 -1.198 -1.020
S 0.378 1.538 0.128
S -1.266 -0.332 0.024
H 2.242 0.001 0.671
H 1.213 -0.090 -0.777

For reference, the Löwdin charges in units of e are:
1 N -0.483
2 O -0.438
3 O -0.408
4 O -0.423
5 S 0.444
6 S 0.334
7 H 0.009
8 H -0.035

---

Entry 8:
A 2-piece molecular cluster, H2NO5PS overall, computed with wB97M-V/def2-TZVPD.

Values from the calculation:
charge = -2
maximum force = 0.0363 hartree/bohr
energy relative to the best compared isomer or geometry (same formula, charge and spin) = 4.216 eV
orbital gap (spin up / spin down) = 7.13 / 6.73 eV

Element x y z (Å)
N -1.748 0.185 0.048
O -0.140 1.925 1.187
O 0.548 -1.383 1.249
O -0.248 1.790 -1.389
O 3.564 -0.591 0.034
O 0.562 -1.495 -1.186
P -0.306 1.123 -0.056
S 1.045 -0.754 0.001
H -1.591 -0.382 0.874
H -1.686 -0.418 -0.762

For reference, the Löwdin charges in units of e are:
1 N -0.120
2 O -0.415
3 O -0.538
4 O -0.418
5 O -0.795
6 O -0.533
7 P 0.189
8 S 0.619
9 H 0.004
10 H 0.006